# 1
The following is a quantum chemistry calculation of C60H126AsF6N16O12 as an isolated structure, from OMol25.

Geometry as XYZ:
```
221
C60H126AsF6N16O12, DFT ωB97M-V/def2-TZVPD
C -1.5113 -14.0987 25.0005
C -2.9019 -13.8571 25.5809
N -3.8705 -13.3443 24.5507
C -4.0487 -13.8996 23.2648
C -4.9807 -13.1469 22.6701
N -5.4350 -12.1319 23.4627
C -4.7328 -12.2674 24.6571
C -6.4401 -11.1572 23.1201
H -0.7256 -14.0328 25.7531
H -1.1209 -13.4563 24.2111
H -1.4055 -15.0867 24.5525
H -2.7380 -13.2041 26.4381
H -3.3238 -14.7128 26.1079
H -3.5160 -14.8078 23.0242
H -5.3501 -13.1896 21.6562
H -4.9279 -11.7037 25.5574
H -7.0601 -11.4918 22.2884
H -5.9583 -10.1954 22.9442
H -7.1363 -10.9600 23.9352
C 5.5436 -4.3039 30.9593
C 4.8982 -3.1609 30.1668
N 4.8988 -3.3793 28.7786
C 5.9227 -3.1291 27.8826
C 5.5525 -3.8308 26.6645
N 4.2936 -4.3630 26.8371
C 3.8986 -4.0443 28.1330
C 3.6388 -5.2601 25.9247
H 4.9610 -5.1624 30.6253
H 5.5681 -4.2176 32.0456
H 6.5558 -4.4447 30.5801
H 5.4976 -2.2665 30.3367
H 3.9415 -2.9319 30.6362
H 6.8974 -2.8580 28.2607
H 6.1311 -4.2716 25.8661
H 2.9679 -4.4156 28.5358
H 4.1800 -5.3571 24.9835
H 2.6845 -4.8249 25.6280
H 3.3752 -6.2270 26.3534
C 1.2040 -16.2464 23.9324
C 0.6235 -17.4803 24.5961
N 0.8073 -17.5772 26.0561
C 1.9232 -17.7397 26.8493
C 1.5712 -17.7199 28.1843
N 0.2096 -17.7007 28.2517
C -0.2307 -17.6768 26.9462
C -0.6214 -17.7277 29.4425
H 0.7055 -16.1973 22.9643
H 2.2461 -16.4600 23.6944
H 1.0910 -15.2827 24.4291
H 0.8266 -18.4107 24.0658
H -0.4443 -17.3210 24.4460
H 2.9002 -17.7477 26.3891
H 2.2203 -17.7258 29.0474
H -1.2767 -17.7853 26.7001
H -0.0868 -18.2677 30.2239
H -1.5643 -18.2088 29.1824
H -0.7865 -16.7211 29.8267
C 7.5001 -6.2713 28.4988
C 7.8923 -7.6649 27.8749
N 7.0131 -7.9556 26.7898
C 7.1916 -7.8112 25.4563
C 6.0659 -8.1677 24.7694
N 5.1987 -8.6668 25.7441
C 5.7237 -8.5020 26.9627
C 3.8350 -9.0786 25.4597
H 8.0686 -6.1562 29.4217
H 6.4276 -6.1443 28.6457
H 7.8968 -5.5202 27.8158
H 7.8120 -8.4784 28.5960
H 8.9153 -7.7047 27.5009
H 8.1339 -7.5128 25.0210
H 5.7554 -8.1476 23.7352
H 5.2003 -8.6413 27.8971
H 3.8323 -10.0804 25.0303
H 3.3846 -8.3581 24.7769
H 3.1836 -9.0874 26.3336
C -4.4058 -8.7800 28.5015
C -2.8630 -9.0769 28.5438
N -2.1915 -8.9759 29.9008
C -2.7866 -8.4062 31.0272
C -1.9719 -8.5462 32.1444
N -0.7914 -9.0949 31.6919
C -1.0132 -9.4701 30.3516
C 0.4497 -9.2585 32.4616
H -4.7164 -9.0088 27.4820
H -4.4056 -7.7071 28.6937
H -5.1234 -9.3658 29.0761
H -2.4510 -8.4688 27.7385
H -2.7696 -10.1012 28.1830
H -3.7366 -7.8992 30.9448
H -2.0616 -8.1955 33.1619
H -0.2002 -9.8302 29.7386
H 0.9740 -8.3032 32.4882
H 1.1281 -10.0128 32.0629
H 0.1944 -9.5027 33.4928
C -2.6669 -5.0911 30.0152
C -3.8131 -4.1337 30.4978
N -3.2751 -3.3320 31.6343
C -2.1371 -2.5325 31.6191
C -1.9695 -1.9862 32.8593
N -3.0195 -2.4281 33.6861
C -3.7552 -3.3386 32.9338
C -3.0822 -2.3664 35.1289
H -2.2764 -5.7148 30.8194
H -1.8521 -4.4668 29.6488
H -2.9883 -5.6172 29.1164
H -4.6218 -4.7097 30.9475
H -4.2436 -3.4216 29.7938
H -1.5183 -2.5947 30.7362
H -1.1943 -1.4173 33.3512
H -4.5724 -3.9054 33.3548
H -3.8978 -3.0149 35.4488
H -3.3213 -1.3474 35.4331
H -2.1900 -2.8807 35.4860
C 1.5497 -5.6921 20.6166
C 1.5040 -6.0375 22.1234
C 0.3904 -5.4409 22.9936
O 0.6705 -5.4691 24.3804
C -0.1973 -4.8543 25.2441
N 1.6437 -7.5995 22.2887
H 2.5454 -8.0414 22.1802
H 1.3122 -7.9721 23.1670
H 1.1217 -8.1276 21.6041
H 0.9889 -6.4810 20.1151
H 2.5401 -5.8224 20.1804
H 1.1245 -4.7102 20.4089
H 2.4309 -5.6613 22.5564
H -0.5144 -6.0351 22.8652
H 0.2424 -4.4130 22.6628
H -1.2738 -4.9933 25.1448
H -0.0311 -3.7833 25.3603
H -0.1050 -5.2992 26.2349
C -1.6101 -11.2436 22.6473
C -2.6802 -10.2920 22.0297
C -2.7738 -8.9709 22.8909
O -3.4923 -7.9990 22.1752
C -4.0600 -7.0256 23.0392
N -2.3578 -9.8994 20.5505
H -2.7681 -9.0714 20.1429
H -1.3662 -9.8672 20.3616
H -2.6292 -10.6937 19.9887
H -0.5551 -11.0010 22.5197
H -1.8075 -12.2532 22.2869
H -1.8222 -11.2848 23.7157
H -3.6417 -10.7890 21.9009
H -1.8182 -8.5013 23.1245
H -3.3462 -9.1527 23.8005
H -3.4388 -6.7166 23.8799
H -4.9859 -7.4151 23.4623
H -4.2823 -6.1016 22.5055
C 3.5478 -13.1022 23.3959
C 2.8383 -12.5754 22.1535
C 1.6797 -13.3185 21.4924
O 1.3964 -12.7392 20.1864
C 0.1625 -13.2005 19.5778
N 2.4449 -11.0975 22.2556
H 1.8174 -10.8538 21.5026
H 1.9492 -10.9585 23.1245
H 3.2554 -10.4979 22.1956
H 2.8410 -13.1171 24.2255
H 4.4102 -12.4986 23.6785
H 3.7937 -14.1285 23.1231
H 3.5678 -12.4442 21.3543
H 0.8104 -13.2241 22.1432
H 1.8716 -14.3591 21.2305
H 0.1912 -14.2819 19.4441
H 0.0665 -12.7638 18.5837
H -0.6705 -12.8813 20.2041
C 2.4290 -14.4343 27.4268
C 3.0300 -13.2898 28.1616
C 4.3985 -12.8310 27.5317
O 4.9362 -11.7998 28.3659
C 6.3245 -11.5687 27.8882
N 2.1032 -12.0966 28.0978
H 1.8765 -11.7678 27.1701
H 1.2025 -12.4285 28.4117
H 2.4798 -11.3081 28.6044
H 3.1668 -15.1919 27.1627
H 2.0642 -13.9888 26.5013
H 1.6350 -14.8758 28.0291
H 3.1655 -13.4243 29.2347
H 4.3211 -12.4838 26.5014
H 4.9229 -13.7847 27.5908
H 6.2989 -11.2176 26.8566
H 6.9242 -12.4786 27.8661
H 6.7619 -10.7883 28.5110
As -1.5198 -13.5956 29.4234
F 0.0899 -14.3299 29.7650
F -0.7229 -12.6722 28.1129
F -3.1249 -12.7892 29.0459
F -2.3185 -14.4298 30.7624
F -1.0875 -12.1979 30.4761
F -1.8870 -14.9196 28.3301
C -0.4825 -9.7798 26.1650
C 0.5886 -10.2672 25.2255
O 0.8788 -9.4925 24.2847
O 1.2199 -11.3092 25.3838
H -0.5098 -10.2986 27.1233
H -1.4843 -9.7464 25.7366
H -0.2885 -8.7258 26.3639
C 5.9121 -9.3331 20.0876
C 5.2353 -9.7156 21.3750
O 4.3894 -8.8970 21.7701
O 5.6228 -10.7928 21.8570
H 6.9164 -9.0411 20.3947
H 5.5329 -8.5328 19.4520
H 6.0272 -10.2366 19.4888
C 2.2346 -9.6353 18.4566
C 0.8128 -9.5139 18.8801
O 0.5475 -9.3508 20.0814
O -0.1076 -9.6779 18.0836
H 2.9539 -9.1160 19.0898
H 2.3919 -9.4471 17.3945
H 2.4373 -10.6985 18.5854
C 1.5177 -7.4694 28.4104
C 2.6593 -8.1248 29.1733
O 3.7039 -7.4917 29.4206
O 2.5036 -9.3396 29.4794
H 1.5473 -6.3798 28.4112
H 0.5793 -7.5912 28.9513
H 1.5362 -7.8597 27.3929
```

The LUMO energy comes out at -9.18 eV. The net charge is +5. The total energy comes out at -6974.15665 Ha. Its highest occupied orbital energy is -15.746 eV. Its frontier orbital gap is 6.566 eV.

Löwdin population analysis, charges in e, atoms 1 to 6: -0.0671 -0.1318 -0.0072 0.0114 -0.0451 -0.0831

***

# 2
The following is a quantum chemistry calculation of a 10-piece molecular cluster, C60H140O30 overall, from OMol25.

Geometry as XYZ:
```
230
C60H140O30, DFT ωB97M-V/def2-TZVPD
C 2.3398 3.3835 6.0898
O 1.2796 3.7398 5.1993
C 0.1824 4.4090 5.7886
C -0.6852 3.4499 6.6308
O -1.9345 4.0318 6.5792
C -2.8334 3.1860 7.2805
C -4.2472 3.7162 7.0949
O -4.7076 3.3513 5.7636
C -6.0528 3.5907 5.5529
H 1.8949 2.6065 6.7115
H 2.8070 4.1880 6.6577
H 3.0965 2.7390 5.6425
H -0.3942 4.7104 4.9141
H 0.4391 5.3501 6.2750
H -0.3177 3.4084 7.6561
H -0.7231 2.4614 6.1731
H -2.6564 3.2352 8.3549
H -2.8161 2.1824 6.8556
H -4.2096 4.7679 7.3789
H -4.9559 3.1719 7.7192
H -6.1240 3.3271 4.4977
H -6.2429 4.6624 5.6125
H -6.7635 3.0590 6.1856
C -1.4540 -2.7119 -5.0709
O -0.2021 -2.9203 -5.6608
C 0.7161 -1.9542 -5.3407
C 0.8114 -0.9750 -6.4641
O 1.0545 -1.3451 -7.8376
C 2.3800 -1.7836 -8.0728
C 2.5416 -1.8998 -9.6159
O 2.8190 -0.6152 -10.1312
C 2.9252 -0.6271 -11.5374
H -1.8269 -1.7766 -5.4883
H -1.3559 -2.7262 -3.9854
H -2.2125 -3.4095 -5.4260
H 1.6843 -2.4392 -5.4646
H 0.7185 -1.7662 -4.2670
H 1.4467 -0.1421 -6.1628
H -0.2098 -0.5945 -6.4459
H 2.5332 -2.7360 -7.5652
H 3.0878 -1.0179 -7.7552
H 1.5735 -2.2216 -9.9997
H 3.2803 -2.6179 -9.9722
H 2.1228 -1.1410 -12.0669
H 3.8249 -1.1517 -11.8591
H 3.0152 0.4107 -11.8581
C 6.3311 7.1833 2.6808
O 6.7789 6.2736 1.6971
C 6.8693 6.8154 0.4129
C 5.4749 6.6043 -0.2902
O 4.8989 5.2847 -0.2303
C 3.9811 5.0299 -1.3130
C 3.7100 3.4949 -1.2125
O 4.7611 2.7051 -1.7037
C 4.5023 1.2976 -1.7471
H 6.2121 6.6064 3.5978
H 5.3979 7.6755 2.4069
H 7.0760 7.9368 2.9364
H 7.6666 6.2397 -0.0570
H 7.1953 7.8553 0.4357
H 5.4734 6.8748 -1.3462
H 4.7651 7.3753 0.0097
H 4.5391 5.1819 -2.2369
H 3.0693 5.6271 -1.3198
H 2.8297 3.3668 -1.8424
H 3.4051 3.1481 -0.2251
H 4.3442 0.9645 -0.7214
H 5.3791 0.8230 -2.1875
H 3.6399 1.0711 -2.3741
C -1.0650 8.4389 -3.2683
O -0.2180 7.2721 -3.0603
C 0.1523 6.6085 -4.2208
C 0.6698 5.2120 -3.7551
O -0.3922 4.2985 -3.5042
C 0.0262 3.0497 -3.0113
C -0.9442 1.9392 -2.8020
O -1.3236 1.5353 -4.1760
C -2.6478 0.9911 -4.0670
H -1.3623 8.8399 -2.2993
H -1.9489 8.1637 -3.8435
H -0.4455 9.1870 -3.7630
H 0.9508 7.2400 -4.6101
H -0.5608 6.6088 -5.0452
H 1.4044 5.3321 -2.9588
H 1.2328 4.7385 -4.5595
H 0.5203 3.2379 -2.0581
H 0.8641 2.7321 -3.6320
H -1.8294 2.2408 -2.2420
H -0.5967 1.0800 -2.2284
H -2.6870 0.1668 -3.3550
H -2.9988 0.6096 -5.0259
H -3.3920 1.7404 -3.7969
C -2.5444 -1.1925 6.9685
O -2.6052 -1.2857 5.5740
C -1.4182 -1.8155 4.9710
C -1.6777 -2.0094 3.4172
O -2.7981 -2.8693 3.1937
C -2.8405 -4.0735 3.9761
C -3.8828 -5.0691 3.4557
O -3.3367 -5.8711 2.4083
C -4.1237 -7.0043 2.0920
H -1.7768 -0.4832 7.2782
H -2.2926 -2.1186 7.4853
H -3.5005 -0.8205 7.3366
H -1.1095 -2.7894 5.3508
H -0.5996 -1.0975 5.0214
H -0.8537 -2.2431 2.7430
H -1.9033 -1.0255 3.0060
H -3.2269 -3.9102 4.9822
H -1.8368 -4.4933 4.0421
H -4.7360 -4.4803 3.1191
H -4.1970 -5.8140 4.1868
H -5.0864 -6.6117 1.7646
H -4.4205 -7.5190 3.0059
H -3.7280 -7.5893 1.2618
C 7.0374 -7.6173 -4.7986
O 5.9221 -7.6330 -3.9215
C 4.6354 -7.6910 -4.5156
C 3.5522 -7.7319 -3.4318
O 3.4492 -6.4881 -2.7914
C 2.4454 -5.6907 -3.4439
C 2.5358 -4.2895 -2.7932
O 3.6753 -3.6662 -3.3942
C 3.9666 -2.4185 -2.6846
H 7.9681 -7.6757 -4.2344
H 7.0915 -6.7182 -5.4124
H 7.0998 -8.5190 -5.4079
H 4.5421 -8.5264 -5.2095
H 4.5045 -6.7975 -5.1261
H 3.7472 -8.3107 -2.5290
H 2.6707 -8.1298 -3.9344
H 1.4670 -6.1623 -3.3527
H 2.5388 -5.7021 -4.5298
H 2.6211 -4.4713 -1.7218
H 1.7596 -3.5794 -3.0783
H 4.2140 -2.5810 -1.6356
H 3.1834 -1.6792 -2.8522
H 4.8056 -1.9112 -3.1608
C -3.1005 1.6109 3.0535
O -2.0052 1.7118 2.2059
C -0.8307 2.0940 2.9499
C 0.5010 2.2202 2.2257
O 1.0725 1.0128 1.8291
C 0.3205 0.2606 0.8663
C 1.3276 -0.5379 0.0854
O 0.7036 -1.3223 -1.0121
C -0.0802 -2.3697 -0.6197
H -3.9105 1.1079 2.5254
H -3.4454 2.5679 3.4450
H -2.8260 0.9697 3.8911
H -0.5737 1.3289 3.6825
H -1.0669 3.0162 3.4807
H 1.2002 2.7453 2.8765
H 0.2495 2.8789 1.3945
H -0.2432 0.8486 0.1420
H -0.4654 -0.3219 1.3470
H 1.8430 -1.3005 0.6693
H 2.0839 0.1305 -0.3261
H 0.3935 -3.1423 -0.0140
H -0.4573 -2.8225 -1.5367
H -0.9962 -2.0721 -0.1094
C -0.8379 11.8099 -1.4960
O -0.1402 10.5111 -1.2596
C 0.7488 10.5836 -0.1324
C 1.6074 9.3457 0.1462
O 0.7372 8.3490 0.7290
C 0.2208 7.3830 -0.1830
C -0.1412 6.0409 0.4410
O 1.1005 5.3463 0.6727
C 1.7766 5.6403 1.9043
H -1.6800 11.7149 -2.1815
H -0.2805 12.5161 -2.1114
H -1.0292 12.3740 -0.5831
H 0.0828 10.7503 0.7142
H 1.4167 11.4395 -0.2291
H 2.4076 9.5199 0.8655
H 2.0768 8.8774 -0.7189
H 0.8716 7.0733 -1.0007
H -0.7111 7.7304 -0.6292
H -0.7443 5.4015 -0.2037
H -0.7335 6.1501 1.3495
H 2.1897 6.6489 1.9079
H 2.5796 4.9038 1.8748
H 0.9706 5.4953 2.6236
C -3.8732 0.2794 -0.6186
O -4.9355 -0.6042 -0.2584
C -4.7352 -1.3404 1.0166
C -6.0300 -2.0120 1.4670
O -6.3609 -3.2047 0.7660
C -7.5872 -3.8347 1.1867
C -7.8447 -5.1370 0.4576
O -7.8324 -4.8499 -0.9055
C -7.8886 -5.9313 -1.7697
H -2.9742 -0.2697 -0.8986
H -3.5408 0.9554 0.1692
H -4.2703 0.8801 -1.4368
H -4.3830 -0.6710 1.8014
H -3.9905 -2.0977 0.7715
H -6.8349 -1.2785 1.4205
H -5.9668 -2.1810 2.5419
H -8.4388 -3.1834 0.9902
H -7.5386 -4.1011 2.2425
H -8.8122 -5.4688 0.8342
H -7.0019 -5.7978 0.6602
H -8.8682 -6.3982 -1.8716
H -7.2192 -6.6759 -1.3387
H -7.4244 -5.6509 -2.7152
C 1.7798 -11.4680 3.9059
O 1.1244 -10.4885 3.1196
C 0.1859 -9.6980 3.7694
C -0.3423 -8.5186 2.9379
O 0.7741 -7.7029 2.4530
C 0.2598 -6.5496 1.6989
C 1.3926 -5.8806 0.9564
O 2.0605 -4.8792 1.7468
C 2.3977 -5.2979 3.0696
H 2.3727 -10.9171 4.6361
H 2.4903 -12.0637 3.3328
H 1.1867 -12.2506 4.3791
H 0.7989 -9.3523 4.6018
H -0.6849 -10.2248 4.1593
H -0.9050 -7.7943 3.5270
H -0.9522 -8.8405 2.0938
H -0.2091 -5.7652 2.2931
H -0.4866 -6.8090 0.9481
H 1.0192 -5.4431 0.0305
H 2.0746 -6.6518 0.5986
H 2.9951 -6.2035 3.1756
H 1.4881 -5.3918 3.6627
H 3.0527 -4.5433 3.5050
```

The LUMO energy (alpha / beta) comes out at -1.94 / -7.95 eV. The net charge is +1. The total energy comes out at -4626.14343 Ha. The spin multiplicity is 2. Its highest occupied orbital energy (alpha / beta) is -10.191 / -10.191 eV. Its frontier orbital gap (alpha / beta) is 8.253 / 2.240 eV. Its energy above the lowest of the compared OMol25 structures with the same formula, charge and spin is 0.00 kcal per mole.

Löwdin population analysis, charges in e, atoms 1 to 6: -0.0805 -0.2273 -0.1862 -0.2200 -0.1273 -0.1852